DFT (ωB97M-V/def2-TZVPD) results for C73H45BrI5N9O3Pb as an isolated structure.

## Properties
- energy (a.u.) = -7782.7946
- lowest unoccupied orbital energy (eV) = 2.8
- 2S+1 = 1
- net charge = -2

Geometry (Å):
Pb -0.4397 -0.8516 -0.3410
I 6.9527 -7.0357 -0.2894
C 5.1072 -6.0062 -0.3814
C 4.8536 -4.9768 0.5077
C 3.6432 -4.3085 0.4311
C 2.6672 -4.6664 -0.5076
C 2.9477 -5.7329 -1.3657
C 4.1692 -6.3877 -1.3228
C 1.3896 -3.9289 -0.5046
C 0.7680 -3.5560 -1.7100
C 1.2154 -3.8803 -3.0540
C 0.2190 -3.5143 -3.8957
C -0.7929 -2.8643 -3.0811
C -1.9233 -2.1978 -3.5961
C -2.1776 -2.3566 -5.0603
C -3.0585 -3.3241 -5.5339
C -3.2710 -3.5024 -6.8947
C -2.5899 -2.6987 -7.7895
I -2.8852 -2.9808 -9.8667
C -1.7092 -1.7255 -7.3532
C -1.5091 -1.5622 -5.9904
C -2.7665 -1.3270 -2.8889
N -2.6274 -0.9497 -1.5942
C -3.6081 -0.0595 -1.3123
C -3.8527 0.4923 -0.0379
C -4.8360 1.5956 0.0891
C -4.4474 2.7702 0.7373
C -5.2995 3.8570 0.8523
C -6.5708 3.7636 0.3164
I -7.8857 5.4122 0.4510
C -7.0110 2.5969 -0.2817
C -6.1461 1.5169 -0.3832
C -3.2718 0.0412 1.1732
C -3.8314 0.3162 2.4837
C -3.1943 -0.4996 3.3585
C -2.2278 -1.2543 2.5916
N -2.2806 -0.8699 1.2922
C -1.4337 -2.2878 3.1124
C -0.4850 -3.0308 2.3929
C 0.1724 -4.2230 2.8813
C 1.0019 -4.6399 1.8911
C 0.8149 -3.7257 0.7824
N -0.0753 -2.7793 1.1262
C -1.7249 -2.7301 4.5021
C -0.7971 -2.6037 5.5326
C -1.0845 -3.0574 6.8125
C -2.3058 -3.6583 7.0553
I -2.7408 -4.3873 8.9931
C -3.2499 -3.8016 6.0539
C -2.9532 -3.3277 4.7852
C -4.3896 0.1874 -2.5129
C -3.8864 -0.6175 -3.4773
N -0.4248 -2.9155 -1.7835
H 5.5851 -4.6927 1.2516
H 3.4409 -3.4843 1.1017
H 2.1903 -6.0826 -2.0525
H 4.3787 -7.1976 -2.0084
H 2.1737 -4.2899 -3.3233
H 0.1871 -3.6196 -4.9685
H -3.5811 -3.9598 -4.8303
H -3.9547 -4.2637 -7.2446
H -1.1780 -1.0975 -8.0555
H -0.8057 -0.8195 -5.6369
H -3.4598 2.8257 1.1736
H -4.9571 4.7427 1.3684
H -8.0281 2.5103 -0.6393
H -6.5169 0.5876 -0.7951
H -4.6375 1.0000 2.6924
H -3.3528 -0.5810 4.4219
H -0.0119 -4.6938 3.8340
H 1.6108 -5.5297 1.8755
H 0.1561 -2.1304 5.3365
H -0.3586 -2.9462 7.6062
H -4.1984 -4.2828 6.2493
H -3.6833 -3.4327 3.9929
H -5.2076 0.8793 -2.6155
H -4.2366 -0.7323 -4.4914
C 1.5589 0.0788 3.9816
C 0.8288 1.3069 3.5264
N 0.5548 2.2392 4.3972
C -0.1033 3.3377 3.9687
C -0.4984 3.5464 2.6702
C -1.2973 4.8064 2.4430
O -2.6501 4.6732 2.8882
C -0.2429 2.5478 1.6894
C -0.5895 2.8042 0.3086
N -0.7926 1.9580 -0.6391
C -1.2722 2.3859 -1.8794
C -2.2507 3.3925 -1.9650
C -2.8153 3.7822 -3.1633
C -2.4025 3.1939 -4.3473
C -1.4339 2.2051 -4.3021
C -0.8844 1.7926 -3.0964
I 0.5821 0.2843 -3.2017
C 0.4598 1.3575 2.1193
O 0.8287 0.4131 1.3774
H 1.6594 0.0856 5.0661
H 2.5509 0.0433 3.5238
H 1.0239 -0.8117 3.6449
H -0.2963 4.0847 4.7349
H -1.3656 5.1007 1.3974
H -0.8191 5.6259 2.9924
H -2.6330 4.1907 3.7221
H -0.6643 3.8714 0.0612
H -2.5887 3.8615 -1.0538
H -3.5780 4.5520 -3.1688
H -2.8173 3.4998 -5.2991
H -1.0957 1.7441 -5.2204
Br 3.6752 6.2523 3.2997
C 4.8471 5.1563 2.2640
C 4.8672 3.7864 2.4795
C 5.6873 2.9982 1.6989
C 6.5079 3.5581 0.7017
C 6.4948 4.9498 0.5467
C 5.6599 5.7439 1.3128
N 7.4460 2.7947 0.0217
N 7.2370 1.6400 -0.4736
C 6.0070 1.1230 -0.7648
C 5.9260 -0.2827 -0.7313
C 4.7342 -0.9444 -0.7339
C 3.4554 -0.2827 -0.7758
O 2.4053 -0.9540 -0.7970
C 3.5273 1.2038 -0.8497
N 2.3923 1.9126 -0.8478
C 2.4192 3.1995 -1.0991
C 3.5732 3.8593 -1.5294
C 4.7572 3.1682 -1.4851
C 4.7809 1.8474 -1.0022
H 4.2302 3.3421 3.2330
H 5.6950 1.9250 1.8411
H 7.1239 5.3982 -0.2122
H 5.6328 6.8152 1.1630
H 6.8635 -0.8166 -0.6183
H 4.7151 -2.0263 -0.6868
H 1.4699 3.7267 -1.0360
H 3.5270 4.8783 -1.8916
H 5.6738 3.6189 -1.8415

Löwdin population analysis, charges in e, atoms 1 to 5: 1.348 0.776 -0.721 -0.145 -0.034